Entry 1:
DFT (the ωB97M-V functional and the def2-TZVPD basis) results for C29H35N7P2Pt as an isolated structure.

Spin multiplicity   3
Orbital gap (alpha / beta)   4.38 / 4.58 eV
HOMO energy (alpha / beta)   -7.1 / -7.3 eV
LUMO energy (alpha / beta)   -2.72 / -2.73 eV

Each line ends with the Mulliken spin population.
Atoms and positions in Å:
Pt -0.55613 -2.50861 0.12227  0.605
C 1.24959 -3.37993 -0.36306  0.044
C 1.00736 -2.25855 -1.25395  0.098
C 0.66230 -2.50295 -2.72273  0.011
C -0.65208 -3.31274 -2.89649  0.012
C -1.46484 -3.11779 -1.63604  0.035
C -1.47113 -4.18003 -0.63840  0.111
C -0.44499 -5.27727 -0.55954  -0.028
C 1.03006 -4.82927 -0.73053  0.026
C -0.77521 -0.78931 1.27625  0.044
H 2.05796 -3.24481 0.37694  0.008
H 1.58355 -1.33482 -1.05674  0.015
H 1.49281 -2.98454 -3.26057  0.001
H 0.51851 -1.50082 -3.15516  0.007
H -1.21410 -2.91299 -3.75086  0.000
H -0.46972 -4.37836 -3.11692  0.000
H -2.33166 -2.43478 -1.71890  -0.052
H -2.45364 -4.51861 -0.26926  0.037
H -0.65323 -6.14759 -1.18412  0.005
H -0.50300 -5.69842 0.45390  -0.005
H 1.64092 -5.46660 -0.06941  0.002
H 1.46354 -5.06223 -1.71201  0.001
H -0.32722 -1.12151 2.22738  0.007
H -1.79934 -0.43416 1.46683  0.047
H -0.17379 0.07672 0.94110  -0.018
P -2.14661 1.53759 -0.81100  -0.004
P 1.49404 1.99532 -0.43799  0.002
N -3.43360 0.50941 -1.55004  0.000
N -3.11955 2.83890 -0.41337  -0.001
N 4.59674 -0.51104 1.47615  0.480
N 2.49095 3.07445 0.30865  0.000
C -0.81016 2.19168 -1.98780  0.001
C 0.24423 3.08590 -1.26905  0.000
C -3.99322 -0.62318 -0.90997  0.006
C -5.25282 -0.87964 -1.44821  0.010
C -5.46455 0.08629 -2.48584  -0.001
C -4.36989 0.93506 -2.49675  0.001
C -3.63749 3.09372 0.88100  0.001
C -4.55784 4.11093 0.75763  0.001
C -4.64663 4.47536 -0.63856  0.000
C -3.77023 3.66574 -1.34206  0.000
C 4.08961 -1.43746 2.34715  -0.092
C 5.12544 -2.35940 2.74382  0.330
C 6.30304 -1.91698 2.08036  0.354
C 5.91041 -0.81747 1.25864  -0.092
C 3.83905 2.78071 0.65222  0.002
C 4.16118 3.53332 1.77038  -0.002
C 2.98391 4.27890 2.17637  -0.001
C 1.97129 3.95575 1.28162  0.000
H -1.28114 2.65387 -2.86336  0.000
H -0.27407 1.27142 -2.28631  -0.002
H 0.87751 3.61120 -2.00162  0.000
H -0.23650 3.79141 -0.57096  0.000
H -3.43475 -1.16904 -0.17086  -0.023
H -5.96138 -1.63222 -1.13430  0.000
H -6.32337 0.13747 -3.14239  0.000
H -4.16134 1.80442 -3.09769  0.000
H -3.27674 2.51214 1.73235  -0.001
H -5.10463 4.60365 1.55917  0.000
H -5.25694 5.27423 -1.04675  0.000
H -3.52237 3.54203 -2.39454  0.000
H 3.05968 -1.48103 2.67078  -0.002
H 4.98344 -3.23381 3.35432  0.008
H 7.28866 -2.33420 2.13366  0.011
H 6.52760 -0.29247 0.52519  -0.001
H 4.37960 2.01087 0.10976  0.002
H 5.10809 3.51897 2.29593  -0.001
H 2.89968 4.91666 3.05120  0.000
H 0.90869 4.14246 1.20649  0.000
N 1.72980 1.01504 2.01740  0.000
C 1.68602 1.18907 3.18700  0.001
N 1.73284 1.21490 4.44756  -0.001
C 1.29607 2.01986 5.37642  0.000
N 0.93174 2.62921 6.32821  0.000


Entry 2:
DFT (the ωB97M-V functional and the def2-TZVPD basis) results for C29H36InN8 as an isolated structure.

Orbital gap (alpha / beta)   4.75 / 4.63 eV
Net charge   -1
HOMO energy (alpha / beta)   -2.2 / -2.2 eV
LUMO energy (alpha / beta)   2.52 / 2.39 eV

Each line ends with the Mulliken charge.
Atoms and positions in Å:
In 1.07822 -0.59155 0.53299  -0.290
N 3.28798 0.59493 -1.47065  0.677
N 0.32550 -0.68910 -2.33141  0.622
C -1.56128 0.97325 1.73577  0.664
C -1.63162 1.91343 0.66831  0.277
C -0.52076 2.79674 0.78669  0.669
C -0.15088 3.88161 -0.14551  -1.618
H -0.87404 3.96493 -0.96485  0.361
H 0.84936 3.70755 -0.57158  0.097
H -0.11547 4.84928 0.37769  0.450
C 0.19833 2.45429 1.96028  0.894
C 1.33691 3.19213 2.54622  -1.392
H 1.01237 3.80104 3.40593  0.272
H 1.75503 3.87838 1.80309  0.320
H 2.14292 2.52518 2.87550  0.122
C -0.41043 1.29710 2.51881  0.203
C 0.05260 0.59733 3.73733  -1.543
H 1.14883 0.48031 3.74405  0.210
H -0.40983 -0.39626 3.81327  0.326
H -0.22768 1.17175 4.63643  0.317
C -2.65184 1.96310 -0.40348  -1.531
H -2.91388 3.00766 -0.64171  0.435
H -3.57496 1.44436 -0.10515  0.421
H -2.28041 1.49739 -1.33370  0.041
C -2.51233 -0.12215 2.03299  -1.325
H -2.02299 -1.10865 2.03480  0.026
H -3.31587 -0.14804 1.28955  0.237
H -2.97752 0.01777 3.02279  0.390
C 4.63464 0.74444 -1.52026  -0.054
H 5.12375 1.02646 -0.59065  0.261
C 5.28403 0.50204 -2.71912  -0.769
H 6.36611 0.60256 -2.73140  0.362
C 4.54674 0.11031 -3.84637  -0.369
H 5.07765 -0.14679 -4.76349  0.338
C 3.16471 0.05549 -3.80768  -0.766
H 2.52447 -0.23298 -4.64159  0.337
C 2.51011 0.37738 -2.60670  1.362
C 1.13974 0.43948 -2.33661  -1.954
H 0.73032 1.28205 -1.77589  0.784
C -0.10476 -1.27330 -1.15069  -0.500
C -0.29341 -1.31604 -3.42386  -0.640
H -0.05046 -1.07333 -4.43957  0.469
C -1.20031 -2.15522 -2.92786  -0.717
H -1.92510 -2.77543 -3.41492  0.561
N -1.11049 -2.11547 -1.53496  0.833
C -2.06023 -2.73061 -0.66023  0.121
C -3.40538 -2.33266 -0.73133  1.237
C -4.32490 -2.91140 0.15568  -0.817
H -5.37382 -2.60819 0.09579  0.281
C -3.92847 -3.86586 1.09636  0.779
C -4.92799 -4.53033 2.00170  -1.494
H -4.79234 -4.23075 3.05006  0.300
H -4.82841 -5.62316 1.96652  0.350
H -5.95015 -4.27482 1.70480  0.366
C -2.57365 -4.19629 1.18252  -1.094
H -2.23342 -4.91747 1.92955  0.326
C -1.63079 -3.65754 0.29718  1.061
C -0.20476 -4.10150 0.35785  -1.549
H 0.16758 -4.47367 -0.60664  0.267
H -0.13972 -4.92388 1.08067  0.462
H 0.48077 -3.31377 0.71007  0.107
C -3.86077 -1.28206 -1.69259  -1.855
H -4.10720 -1.69975 -2.67975  0.379
H -3.12519 -0.48046 -1.83503  0.108
H -4.77362 -0.81035 -1.30563  0.461
N 5.57665 4.42691 0.08890  -0.564
N 4.05327 4.33027 -0.25180  -0.518
N 4.66792 2.30114 1.72852  -0.478
C 4.39734 1.24324 2.12112  0.098
N 2.68422 0.63323 -0.28662  -0.653
N 3.32867 3.57882 -0.72231  0.406
H 5.62470 3.81520 0.92592  0.444
H 5.60328 5.39146 0.43067  0.315
H 4.20237 0.23887 2.52523  0.285


Entry 3:
DFT (the ωB97M-V functional and the def2-TZVPD basis) results for C29H36N4OPPd as an isolated structure.

Spin multiplicity   2
Orbital gap (alpha / beta)   6.86 / 5.68 eV
Net charge   +2
HOMO energy (alpha / beta)   -13.2 / -13.4 eV
LUMO energy (alpha / beta)   -6.37 / -7.70 eV

Each line ends with the Mulliken spin population.
Atoms and positions in Å:
Pd 0.82731 0.03935 -0.33972  0.013
C -1.31123 1.92413 -1.95138  -0.003
N -0.53171 0.70521 -2.19015  0.044
C 0.36725 0.90215 -3.34617  0.008
C -1.34656 -0.47535 -2.33109  0.072
C -2.62540 -0.45654 -2.85196  -0.037
C -3.35896 -1.63452 -2.96191  0.087
C -2.81850 -2.83798 -2.53411  -0.033
C -1.53879 -2.87520 -2.00924  0.094
C -0.78664 -1.69992 -1.91116  -0.040
N 0.47210 -1.61780 -1.32409  0.410
C 1.43875 -2.58001 -1.33165  -0.015
C 1.33597 -3.80085 -2.03733  0.156
C 2.31406 -4.76058 -1.90638  -0.052
C 3.42527 -4.52350 -1.10035  0.167
C 3.60076 -3.27978 -0.50012  -0.071
C 2.65035 -2.29457 -0.64893  0.130
N 2.87785 -0.92496 -0.24299  0.035
C 3.66517 -0.21781 -1.28884  0.025
C 3.56585 -0.79574 1.04814  -0.002
H -1.81433 2.27696 -2.85648  0.002
H -0.62439 2.70575 -1.63550  0.001
H -2.04310 1.75486 -1.16382  -0.001
H -0.19549 1.19125 -4.24001  -0.001
H 0.90587 -0.01947 -3.56069  -0.001
H 1.08084 1.69121 -3.11142  -0.002
H -3.06696 0.47199 -3.18626  0.001
H -4.35634 -1.60495 -3.37899  0.001
H -3.40149 -3.74702 -2.58836  0.001
H -1.15527 -3.79729 -1.59805  -0.001
H 0.50052 -3.97389 -2.69661  0.002
H 2.21910 -5.69703 -2.43812  0.001
H 4.18610 -5.28316 -0.98555  0.003
H 4.51435 -3.08235 0.04357  0.003
H 4.67552 -0.63165 -1.36144  0.001
H 3.72201 0.83750 -1.02618  -0.002
H 3.17476 -0.32289 -2.25540  -0.006
H 4.60867 -1.11725 0.99185  0.002
H 3.04987 -1.37831 1.80949  -0.003
H 3.56727 0.25598 1.32591  0.001
O 1.52259 1.83730 0.23846  -0.004
N 1.25392 2.63124 1.27868  0.001
C 0.56988 3.76432 1.07330  0.000
C 0.37496 4.65636 2.10670  0.000
C 0.89340 4.37808 3.36059  -0.001
C 1.60834 3.20117 3.54271  0.000
C 1.78079 2.34299 2.48107  0.000
H 0.22830 3.92152 0.06370  0.000
H -0.17296 5.56770 1.91458  0.000
H 0.75728 5.07026 4.17987  0.000
H 2.04744 2.95242 4.49835  0.000
H 2.33792 1.42103 2.52984  0.000
C -0.12293 -0.55624 3.10982  -0.001
P -0.81333 -0.42561 1.42627  0.014
C -1.68214 -2.01668 1.27179  -0.006
C -2.16173 0.78133 1.58280  0.001
C -3.39176 0.55528 0.96573  0.000
C -4.40027 1.50581 1.03833  -0.001
C -4.19620 2.68897 1.73159  0.001
C -2.98100 2.91621 2.36300  0.000
C -1.96812 1.97188 2.28651  -0.001
H -0.91099 -0.74420 3.83923  0.001
H 0.41183 0.34671 3.39693  0.001
H 0.58063 -1.38977 3.11907  0.000
H -2.36837 -2.14686 2.10899  -0.001
H -0.94166 -2.81884 1.28339  0.000
H -2.23650 -2.08375 0.33971  0.004
H -3.57586 -0.36499 0.42621  0.001
H -5.35389 1.31504 0.56401  0.000
H -4.98715 3.42382 1.79736  0.000
H -2.83133 3.82407 2.93327  0.000
H -1.04151 2.14745 2.81966  0.000